Record 1
21
Properties=species:S:1:pos:R:3:nbo_charge:R:1 method="wB97M-V/def2-TZVPD" total_charge=+1 largest_force_ha_per_bohr=0.013 e_lumo_ha="-0.182 / -0.182" orbital_gap_ha="0.2800 / 0.2800"
Pt 0.2476 0.1540 0.1192 0.64
Cl -1.2986 -1.1415 1.4457 0.06
C -0.2344 -1.4793 2.8885 -0.37
Cl 1.2409 -0.5428 2.7495 0.04
H -0.0012 -2.5364 2.8725 0.25
H -0.7828 -1.1814 3.7731 0.25
C 3.4853 1.6119 -2.1517 -0.69
C 2.3395 0.8604 -1.5756 0.31
N 1.4147 1.3902 -0.8480 -0.18
O 1.5829 2.7122 -0.4936 -0.51
C 2.1360 -0.5534 -1.7903 0.05
C 2.9317 -1.4121 -2.7149 -0.66
N 1.1814 -1.0748 -1.0476 0.14
O 0.8043 -2.2320 -0.9876 -0.37
H 3.7347 2.4709 -1.5358 0.27
H 3.2206 1.9779 -3.1469 0.27
H 4.3499 0.9595 -2.2486 0.25
H 0.6902 3.0565 -0.3485 0.49
H 3.2254 -0.8540 -3.6019 0.24
H 2.3412 -2.2742 -3.0159 0.26
H 3.8337 -1.7808 -2.2210 0.25

Record 2
54
Properties=species:S:1:pos:R:3:nbo_charge:R:1 method="wB97M-V/def2-TZVPD" total_charge=-2 largest_force_ha_per_bohr=0.006 e_lumo_ha=0.158 orbital_gap_ha=0.2529
Be -0.3140 0.2202 0.5362 1.68
C 1.8996 0.5042 6.6512 -0.62
C 2.1380 0.3500 5.1728 -0.04
C 1.8623 -0.8467 4.5238 -0.23
C 2.0441 -0.9773 3.1541 -0.10
C 2.5128 0.0986 2.4187 -0.35
C 2.8070 1.2972 3.0553 -0.18
C 2.6140 1.4189 4.4196 -0.22
S 2.6660 -0.0335 0.6407 2.35
O 2.6858 -1.4494 0.3478 -0.99
O 3.8571 0.7326 0.3197 -1.01
N 1.3715 0.5969 -0.0019 -1.14
C 1.3139 2.0613 0.0269 -0.37
C 0.2716 2.5319 1.0484 0.77
O 0.2409 3.7109 1.4009 -0.73
O -0.5111 1.5979 1.4384 -0.88
H 1.6335 -0.4508 7.1056 0.20
H 1.0827 1.2035 6.8433 0.21
H 2.7858 0.8878 7.1628 0.20
H 1.4810 -1.6881 5.0924 0.20
H 1.8097 -1.8991 2.6435 0.24
H 3.1738 2.1315 2.4740 0.23
H 2.8211 2.3663 4.9056 0.19
H 0.9705 2.4116 -0.9522 0.21
H 2.2791 2.5316 0.2141 0.21
O -1.3495 0.2962 -0.7104 -0.99
C -1.5577 -0.1712 -1.9681 0.17
C -3.0661 -0.1849 -2.2082 -0.18
C -3.8002 -0.2536 -3.3567 -0.29
C -5.1976 -0.2542 -3.1106 -0.28
C -5.4778 -0.1736 -1.7770 -0.47
S -4.0603 -0.0951 -0.8223 0.54
C -0.9478 0.7684 -3.0116 -0.16
C -0.2347 0.5021 -4.1411 -0.28
C 0.1222 1.6783 -4.8585 -0.27
C -0.3366 2.8078 -4.2524 -0.45
S -1.1871 2.4567 -2.8080 0.48
C -1.0040 -1.5793 -2.2154 -0.21
C 0.1547 -2.0811 -1.7088 -0.19
C 0.4263 -3.4052 -2.1447 -0.25
C -0.5273 -3.8871 -2.9867 -0.46
S -1.7744 -2.7394 -3.2395 0.40
H -3.3527 -0.2801 -4.3405 0.22
H -5.9513 -0.2979 -3.8856 0.20
H -6.4516 -0.1412 -1.3155 0.21
H 0.0418 -0.5010 -4.4307 0.23
H 0.7119 1.6806 -5.7649 0.20
H -0.1810 3.8294 -4.5586 0.22
H 0.7966 -1.5204 -1.0481 0.27
H 1.2901 -3.9679 -1.8224 0.22
H -0.5828 -4.8624 -3.4418 0.21
O -0.8212 -3.4413 2.1069 -0.69
C -0.6617 -2.3070 1.7499 0.76
N -0.5169 -1.1833 1.4296 -0.96

Record 3
17
Properties=species:S:1:pos:R:3:nbo_charge:R:1 method="wB97M-V/def2-TZVPD" largest_force_ha_per_bohr=0.015 e_lumo_ha=0.027 orbital_gap_ha=0.3334
C -0.3755 -1.7577 -1.5563 -0.63
C -0.1257 -0.5981 -0.5996 -0.20
C -0.6510 -0.5336 0.6406 -0.18
C -0.4864 0.6255 1.6168 -0.44
C 0.0684 1.8683 0.9098 -0.62
C 0.6535 0.4372 -1.3560 0.31
O 1.9463 0.2926 -1.1802 -0.64
H 0.5678 -2.2496 -1.8312 0.21
H -0.8161 -1.3743 -2.4835 0.23
H -1.0451 -2.5028 -1.1203 0.22
H -1.3180 -1.3463 0.9548 0.20
H 0.1664 0.3109 2.4504 0.21
H -1.4709 0.8257 2.0634 0.21
H -0.1516 2.7731 1.4758 0.22
H 1.1503 1.7996 0.7589 0.21
H -0.3879 1.9744 -0.0616 0.23
H 2.1945 -0.4357 -0.5695 0.46